1.
{
  "formula": "C7H15N2",
  "method": "ωB97M-V/def2-TZVPD",
  "e_tot_ev": -10473.178,
  "e_homo_ha": -0.51308,
  "total_charge": 1,
  "smiles": "[H]/N=C/[C@H](C)[N+](=C)C(C)C",
  "de_lowest_kcal_mol": 71.9,
  "elements": ["N", "N", "C", "C", "C", "C", "C", "C", "C", "H", "H", "H", "H", "H", "H", "H", "H", "H", "H", "H", "H", "H", "H", "H"],
  "coordinates": [[1.906, -2.163, 0.431], [-0.085, 0.366, 0.095], [-1.194, -0.594, -0.301], [1.377, 0.142, -0.321], [-2.342, 0.217, -1.027], [2.194, 1.486, -0.174], [2.333, -1.055, 0.029], [-0.516, 1.507, 0.659], [-1.775, -1.240, 0.937], [3.300, -0.747, -0.130], [0.249, 2.247, 0.943], [-2.054, -0.457, 1.772], [-1.086, -2.067, 1.336], [-3.104, 0.589, -0.185], [-1.595, 1.640, 0.642], [2.631, -2.856, 0.718], [-2.592, -1.859, 0.639], [-3.006, -0.468, -1.521], [-2.039, 0.977, -1.694], [-0.871, -1.238, -1.093], [2.979, 1.649, -0.831], [2.548, 1.683, 0.894], [1.443, 2.168, -0.405], [1.302, 0.074, -1.411]],
  "mulliken_charge": [-0.466, 0.264, 0.007, 0.583, -1.509, -1.853, -0.316, -0.255, -1.101, 0.496, 0.364, 0.259, 0.314, 0.414, 0.240, 0.274, 0.449, 0.407, 0.393, 0.412, 0.468, 0.339, 0.582, 0.234]
}

2.
{
  "formula": "C7H15N2",
  "method": "ωB97M-V/def2-TZVPD",
  "e_tot_ev": -10471.374,
  "e_homo_ha": -0.46009,
  "total_charge": 1,
  "de_lowest_kcal_mol": 113.5,
  "elements": ["N", "N", "C", "C", "C", "C", "C", "C", "C", "H", "H", "H", "H", "H", "H", "H", "H", "H", "H", "H", "H", "H", "H", "H"],
  "coordinates": [[0.669, -2.506, 0.292], [0.363, -1.010, -1.359], [0.263, -1.290, -0.037], [0.740, -2.055, -2.374], [0.253, 0.278, -1.947], [-1.739, 0.319, 0.500], [-0.323, 0.036, 0.605], [0.007, 1.814, 2.385], [0.621, 0.625, 1.570], [1.059, -0.323, 2.034], [-0.980, 2.110, 2.001], [0.744, -2.920, -1.860], [1.438, 1.009, 1.057], [0.013, 1.101, -1.168], [-0.003, 1.699, 3.507], [-2.310, -0.003, 1.318], [0.595, 2.684, 2.179], [1.365, 0.413, -2.390], [0.620, -2.904, 1.243], [1.603, -1.745, -2.833], [-0.088, -1.908, -3.134], [-2.133, -0.131, -0.432], [-0.362, 0.199, -2.888], [-1.986, 1.365, 0.758]],
  "mulliken_charge": [-0.754, -0.028, 0.630, -0.959, -0.923, -1.207, 0.195, -1.065, -0.149, 0.463, 0.293, 0.384, 0.328, 0.406, 0.285, 0.476, 0.346, 0.354, 0.222, 0.336, 0.288, 0.341, 0.322, 0.417]
}

3.
{
  "formula": "C7H15N2O",
  "method": "ωB97M-V/def2-TZVPD",
  "e_tot_ev": -12520.704,
  "e_homo_ha": -0.50801,
  "total_charge": 1,
  "de_lowest_kcal_mol": 91.3,
  "elements": ["O", "N", "N", "C", "C", "C", "C", "C", "C", "C", "H", "H", "H", "H", "H", "H", "H", "H", "H", "H", "H", "H", "H", "H", "H"],
  "coordinates": [[-3.116, -0.476, 0.534], [-1.739, 0.406, -1.309], [-1.143, -1.446, -0.145], [-1.187, 1.710, 0.961], [0.148, -0.059, -0.115], [-2.342, -0.690, -0.733], [2.494, 0.557, -0.265], [1.392, -0.411, 0.008], [-0.761, 1.035, -0.413], [1.810, -1.817, 0.360], [2.530, -1.874, 1.047], [-1.512, -1.785, 0.717], [1.974, -2.264, -0.714], [-0.592, -2.096, -0.700], [-2.147, 1.090, -1.863], [-0.175, 1.693, -1.023], [3.065, 0.577, 0.652], [-1.580, 2.740, 0.655], [-3.008, -1.350, -1.348], [3.039, 0.227, -1.211], [0.957, -2.349, 0.822], [-0.145, 1.759, 1.413], [2.158, 1.648, -0.504], [-1.885, 1.014, 1.319], [-3.917, -0.023, 0.259]],
  "mulliken_charge": [-0.575, -0.232, -0.384, -1.103, -0.014, -0.295, -1.241, 0.763, -0.139, -1.312, 0.490, 0.273, 0.331, 0.384, 0.241, 0.657, 0.378, 0.291, 0.510, 0.324, 0.272, 0.345, 0.313, 0.415, 0.307]
}

4.
{
  "formula": "C7H15N2O",
  "method": "ωB97M-V/def2-TZVPD",
  "e_tot_ev": -12520.411,
  "e_homo_ha": [-0.43311, -0.43310],
  "total_charge": 1,
  "smiles": "CN/C(C)=C\\[N+](C)=C/OC",
  "de_lowest_kcal_mol": 98.1,
  "elements": ["O", "N", "N", "C", "C", "C", "C", "C", "C", "C", "H", "H", "H", "H", "H", "H", "H", "H", "H", "H", "H", "H", "H", "H", "H"],
  "coordinates": [[3.376, -0.264, 0.239], [1.431, 1.015, -0.307], [-1.476, 0.485, 0.339], [-2.739, 0.251, 0.985], [-1.328, -1.521, -0.987], [0.912, 2.338, -0.511], [0.664, -0.100, -0.677], [2.639, -1.395, 0.740], [2.701, 0.795, -0.043], [-0.677, -0.382, -0.388], [-1.953, -2.091, -0.244], [-1.012, 1.219, 0.645], [2.944, -1.877, 1.723], [0.862, 2.967, 0.503], [-0.118, 2.142, -0.856], [1.469, 2.771, -1.365], [-3.601, 0.960, 0.680], [-2.684, 0.500, 2.118], [3.429, 1.648, -0.061], [-2.125, -1.055, -1.620], [1.592, -1.158, 1.084], [-0.833, -2.187, -1.659], [2.730, -2.059, -0.148], [-2.948, -0.736, 0.903], [1.221, -0.853, -1.180]],
  "mulliken_charge": [-0.293, 0.203, -0.148, -0.944, -1.540, -0.991, -1.165, -0.595, 0.248, 1.186, 0.314, 0.110, 0.304, 0.302, 0.372, 0.409, 0.288, 0.309, 0.389, 0.379, 0.226, 0.429, 0.307, 0.346, 0.554]
}

5.
{
  "formula": "C7H15N2O",
  "method": "ωB97M-V/def2-TZVPD",
  "e_tot_ev": -12520.860,
  "e_homo_ha": -0.42993,
  "total_charge": 1,
  "smiles": "C=C1N(C)CCO[C@@]1(C)[NH3+]",
  "de_lowest_kcal_mol": 87.7,
  "elements": ["O", "N", "N", "C", "C", "C", "C", "C", "C", "C", "H", "H", "H", "H", "H", "H", "H", "H", "H", "H", "H", "H", "H", "H", "H"],
  "coordinates": [[0.174, -1.769, 0.178], [1.242, -0.813, 1.946], [-0.260, 0.666, -1.140], [-0.973, 1.729, -1.887], [0.700, 1.903, 0.710], [0.738, -1.586, -1.104], [0.280, 0.795, 0.092], [0.074, -0.642, 1.016], [-0.249, -0.636, -1.772], [-1.384, -0.602, 1.601], [-0.559, 1.695, -2.792], [-1.831, -0.425, 0.652], [-1.179, -1.020, -1.688], [-0.612, 2.679, -1.344], [1.080, 1.933, 1.671], [0.070, -0.531, -2.788], [-2.020, 1.637, -1.721], [1.631, 0.003, 2.397], [0.690, -2.584, -1.595], [1.125, -1.466, 2.726], [1.740, -1.170, -0.972], [-1.614, -1.577, 2.175], [-1.488, 0.185, 2.286], [0.780, 2.782, 0.090], [1.848, -1.187, 1.265]],
  "mulliken_charge": [-0.469, 0.031, -0.046, -0.958, -1.481, -0.380, 1.103, 0.026, -0.858, -1.256, 0.423, 0.327, 0.453, 0.247, 0.236, 0.534, 0.300, 0.337, 0.344, 0.353, 0.307, 0.370, 0.375, 0.310, 0.374]
}

6.
{
  "formula": "C7H15N2O",
  "method": "ωB97M-V/def2-TZVPD",
  "e_tot_ev": -12520.999,
  "e_homo_ha": -0.49954,
  "total_charge": 1,
  "smiles": "C=C[C@H](O)[C@@](N)([NH3+])C1CC1",
  "de_lowest_kcal_mol": 84.5,
  "elements": ["O", "N", "N", "C", "C", "C", "C", "C", "C", "C", "H", "H", "H", "H", "H", "H", "H", "H", "H", "H", "H", "H", "H", "H", "H"],
  "coordinates": [[0.382, 1.694, -0.999], [-1.532, 0.202, 0.142], [0.303, -1.045, 1.398], [0.031, -0.412, 0.260], [0.211, -1.113, -1.090], [0.505, 1.960, 1.319], [-0.336, -2.449, -1.360], [-0.744, -1.368, -2.263], [0.862, 1.086, 0.140], [1.229, 2.161, 2.422], [1.309, -1.124, -1.332], [-1.510, 1.019, -0.505], [0.427, -3.131, -1.754], [-1.834, -1.007, -2.176], [-1.126, -2.977, -0.893], [-0.486, 2.425, 1.207], [-0.460, -1.328, -3.308], [2.015, 0.966, 0.279], [0.972, 2.209, -1.568], [0.897, 2.941, 3.136], [0.712, -0.619, 2.236], [-2.302, -0.420, -0.139], [-1.855, 0.626, 1.025], [0.042, -2.013, 1.296], [2.286, 1.717, 2.527]],
  "mulliken_charge": [-0.574, -0.565, -0.329, 0.463, -0.369, -0.433, -0.573, -0.632, 0.235, -0.811, 0.433, 0.344, 0.283, 0.141, 0.330, 0.253, 0.284, 0.449, 0.328, 0.284, 0.227, 0.336, 0.353, 0.298, 0.246]
}

7.
{
  "formula": "C7H15N2O2S",
  "method": "ωB97M-V/def2-TZVPD",
  "e_tot_ev": -25404.307,
  "e_homo_ha": -0.43855,
  "total_charge": 1,
  "de_lowest_kcal_mol": 58.2,
  "elements": ["S", "O", "O", "N", "N", "C", "C", "C", "C", "C", "C", "C", "H", "H", "H", "H", "H", "H", "H", "H", "H", "H", "H", "H", "H", "H", "H"],
  "coordinates": [[0.834, 2.332, 1.246], [0.248, -0.250, -2.160], [-0.571, -2.239, -0.441], [0.208, 1.896, -2.797], [1.060, -0.148, 0.746], [2.397, 1.816, 0.368], [-1.300, 0.470, 1.295], [2.477, 0.308, 0.527], [-1.959, -0.472, 0.246], [0.194, 0.810, 0.952], [0.070, 1.029, -1.788], [-1.662, -1.951, 0.369], [-2.483, -2.499, 0.095], [-1.452, -2.071, 1.455], [-0.077, 2.875, -2.766], [-2.960, -0.364, 0.402], [0.455, 1.573, -3.668], [0.873, -1.104, 0.338], [-1.961, 1.373, 1.373], [2.266, 2.067, -0.685], [3.300, 2.287, 0.597], [-1.299, 0.138, 2.377], [2.992, -0.258, -0.237], [3.005, 0.066, 1.385], [-0.511, -3.214, -0.645], [-0.354, -0.844, -1.714], [-1.769, -0.127, -0.714]],
  "mulliken_charge": [-0.070, -0.466, -0.594, -0.275, -0.029, -0.534, -0.786, -0.774, -0.959, 0.500, -0.077, -0.504, 0.611, 0.237, 0.263, 0.476, 0.206, 0.350, 0.456, 0.225, 0.501, 0.406, 0.365, 0.463, 0.305, 0.337, 0.364]
}

8.
{
  "formula": "C7H15N2O6P2S",
  "method": "ωB97M-V/def2-TZVPD",
  "e_tot_ev": -52174.621,
  "e_homo_ha": -0.44774,
  "total_charge": 1,
  "elements": ["S", "P", "P", "O", "O", "O", "O", "O", "O", "N", "N", "C", "C", "C", "C", "C", "C", "C", "H", "H", "H", "H", "H", "H", "H", "H", "H", "H", "H", "H", "H", "H", "H"],
  "coordinates": [[-3.469, 0.334, 1.211], [-0.849, -1.749, 0.825], [3.302, 1.868, -0.588], [3.710, 0.657, 0.131], [2.446, 1.625, -1.902], [0.143, -1.835, -0.496], [2.450, 2.905, 0.280], [4.469, 2.766, -1.147], [-0.424, -2.893, 1.956], [-4.114, -3.892, -0.688], [-5.054, -3.010, -0.431], [1.300, 0.787, -1.830], [-3.706, -1.265, 0.513], [1.405, 2.413, 1.114], [5.316, 3.412, -0.193], [-4.947, -1.812, 0.084], [-2.948, -3.415, -0.299], [-2.625, -2.172, 0.315], [1.575, 1.375, 1.406], [4.778, 4.232, 0.285], [1.249, 0.246, -0.886], [-5.996, -3.325, -0.678], [0.435, -2.766, -0.587], [-2.102, -4.096, -0.482], [1.366, 3.025, 2.014], [0.404, 1.400, -1.944], [6.175, 3.817, -0.721], [-4.638, 0.657, 1.831], [0.451, 2.495, 0.588], [1.339, 0.065, -2.645], [5.661, 2.705, 0.562], [-5.853, -1.204, 0.193], [-1.247, -3.349, 2.209]],
  "mulliken_charge": [-0.147, 0.472, 1.055, -0.648, -0.377, -0.432, -0.332, -0.323, -0.478, -0.694, 0.368, -0.547, 0.165, -0.624, -0.658, -0.172, -0.056, 0.055, 0.320, 0.268, 0.175, 0.291, 0.325, 0.399, 0.316, 0.281, 0.244, 0.200, 0.212, 0.314, 0.319, 0.375, 0.334]
}